<P>
Density functional theory data (ωB97M-V with the def2-TZVPD basis set) for C42H59BrN4O2S3SbSiY as an isolated structure.

For the frontier orbital gap (alpha / beta), the calculation gives 6.6 / 5.8 eV. The HOMO energy (alpha / beta) is -4.47 / -4.84 eV. As for the multiplicity: 2. Its LUMO energy (alpha / beta) is 2.127 / 0.932 eV. As for the charge: -1.

```
114
C42H59BrN4O2S3SbSiY | OMol25 | ωB97M-V with the def2-TZVPD basis set
Sb 2.677 -3.992 -2.704
Y 1.108 -0.312 -1.491
Br -3.136 -2.261 -7.096
S 3.711 -1.746 -2.328
S 2.131 -1.693 -3.711
S 4.004 -5.041 -4.164
Si 2.800 1.920 -4.039
O -0.476 1.360 -1.612
O 1.196 -2.314 -0.291
N 2.550 1.295 -2.456
N -1.058 -1.423 -3.011
N -0.412 -0.364 0.319
N 2.924 0.804 -0.262
C 0.036 0.080 5.471
C 2.234 -4.278 1.647
C -1.424 1.457 -0.728
C -0.285 -0.912 2.715
C 1.457 -5.225 0.722
C 3.381 1.388 -1.410
C -3.366 4.724 -1.363
C 3.051 0.190 2.078
C -2.736 3.170 -3.183
C -2.380 -0.669 -4.865
C 2.639 -5.087 2.881
C 0.233 -1.708 3.711
C 4.660 2.014 -1.403
C 4.242 1.159 -4.945
C -6.063 1.095 1.156
C -1.463 0.492 0.330
C -3.579 1.354 1.120
C 1.017 -2.804 3.311
C -0.081 -1.421 5.180
C 0.869 -2.222 0.965
C -1.514 -1.873 5.488
C 0.874 -2.157 6.121
C -4.954 2.655 2.762
C 1.348 -3.083 1.997
C 4.880 1.454 0.925
C 5.383 2.036 -0.244
C -1.613 -2.934 -4.793
C 3.040 3.785 -4.002
C 1.223 1.621 -5.001
C -3.482 2.349 0.121
C -2.440 2.456 -0.777
C -4.734 0.205 3.056
C -0.981 4.281 -1.795
C -2.305 -1.922 -5.437
C -1.737 -0.472 -3.651
C 3.530 -3.779 0.989
C -2.548 0.457 1.235
C -0.012 -1.161 1.362
C 3.644 0.843 0.868
C -2.374 3.627 -1.767
C -1.010 -2.627 -3.588
C -4.815 1.322 2.017
H 3.646 0.409 2.965
H -1.764 -1.691 6.536
H -3.865 0.323 3.707
H -1.745 0.494 -3.170
H -4.406 4.432 -1.524
H 3.325 -3.073 0.189
H -2.906 0.145 -5.342
H -3.713 2.681 -3.203
H -5.994 0.148 0.616
H -1.637 -2.939 5.285
H 1.098 0.570 -5.269
H -0.857 -0.031 2.967
H 1.775 -5.491 3.413
H -2.591 -0.350 1.950
H -2.767 4.029 -3.858
H -4.675 -0.781 2.592
H -5.832 2.638 3.413
H -3.249 5.003 -0.314
H 0.971 -4.688 -0.089
H 0.690 -5.756 1.293
H -1.530 -3.926 -5.211
H 5.432 1.473 1.853
H 2.344 4.252 -3.302
H 3.006 -0.894 1.953
H 3.254 -5.931 2.560
H -4.272 3.087 0.074
H -3.181 5.611 -1.972
H 3.232 -4.497 3.583
H 1.412 -3.456 4.074
H -0.454 -3.383 -3.045
H -2.232 -1.332 4.867
H 0.744 -3.239 6.072
H 4.109 -4.615 0.587
H -4.074 2.846 3.380
H -0.204 3.596 -2.112
H -0.711 4.654 -0.803
H -6.961 1.070 1.779
H 6.358 2.511 -0.233
H 4.181 0.071 -4.945
H 2.848 4.200 -4.995
H -5.067 3.494 2.075
H 2.030 0.532 2.244
H 1.917 -1.935 5.888
H -6.188 1.888 0.418
H -1.992 2.479 -3.575
H 4.150 -3.276 1.737
H -0.699 0.663 4.917
H -0.131 0.271 6.533
H 1.027 0.454 5.206
H -1.011 5.137 -2.475
H 4.050 4.078 -3.713
H 5.042 2.456 -2.310
H 0.683 -1.853 7.152
H 4.237 1.503 -5.984
H 1.221 2.206 -5.923
H 5.201 1.441 -4.508
H 2.127 -5.972 0.287
H -5.627 0.225 3.685
H 0.359 1.927 -4.405
```

Atomic partial charges in e from the Mulliken method, atoms 1 to 5:
1. Sb 0.283
2. Y 0.274
3. Br -0.181
4. S -0.282
5. S -0.351

=====

<Q>
Density functional theory data (ωB97M-V with the def2-TZVPD basis set) for C42H59BrN4O2S3SbSiY as an isolated structure.

For the frontier orbital gap (alpha / beta), the calculation gives 6.4 / 5.6 eV. The HOMO energy (alpha / beta) is -4.45 / -4.77 eV. As for the multiplicity: 2. Its LUMO energy (alpha / beta) is 1.958 / 0.852 eV. As for the charge: -1.

```
114
C42H59BrN4O2S3SbSiY | OMol25 | ωB97M-V with the def2-TZVPD basis set
Sb -2.806 -0.675 -0.817
Y 0.234 0.147 0.270
Br -0.500 4.114 6.397
S -2.265 0.340 1.227
S -1.848 -0.519 -2.869
S -4.899 -1.527 -0.885
Si -0.996 3.392 -1.216
O -0.681 -2.022 0.224
O 2.267 1.090 0.646
N 1.601 -1.365 1.312
N 0.302 1.536 2.595
N 1.081 0.138 -1.814
N -0.206 1.871 -1.114
C 0.131 1.717 4.975
C 0.055 -3.021 0.636
C 2.478 -6.929 2.810
C 1.821 1.413 -4.135
C 5.218 -1.408 4.761
C 2.939 -7.108 0.346
C -1.928 -4.390 -1.320
C 4.196 1.097 2.061
C -0.327 -4.384 0.601
C 0.611 -5.331 0.965
C 2.918 -6.165 1.555
C -0.103 3.669 3.605
C 1.354 -2.692 1.179
C 4.343 -5.653 1.781
C 2.240 0.105 -3.886
C -1.959 -6.309 0.238
C 0.289 4.794 -0.888
C 4.877 0.429 3.058
C 5.174 -0.430 5.942
C 2.279 -1.876 -2.321
C 4.467 -0.807 3.582
C 3.024 0.503 1.513
C 4.764 2.467 0.049
C 2.286 -3.710 1.424
C 4.605 2.483 1.575
C 0.622 1.399 -2.056
C 1.856 -0.489 -2.699
C -1.724 -4.795 0.146
C 0.332 0.995 3.808
C 5.925 2.969 2.182
C 1.031 2.069 -3.231
C -1.907 3.755 -2.867
C 6.675 -1.671 4.357
C -0.117 3.074 4.854
C 3.506 3.479 1.965
C 2.681 -0.833 1.947
C 0.122 2.849 2.508
C -2.361 3.522 0.122
C 1.935 -5.032 1.308
C 3.379 -1.426 3.008
C -2.770 -4.123 1.044
C 4.610 -2.733 5.229
H 2.843 -0.431 -4.603
H -1.288 -6.858 -0.420
H 3.295 -3.415 1.652
H -2.928 -4.662 -1.653
H -2.645 -4.446 2.078
H -2.674 -3.041 1.013
H -2.224 2.832 -3.341
H 2.582 3.201 1.472
H 2.133 1.914 -5.042
H 1.396 -2.472 -2.089
H 0.473 5.369 -1.790
H 5.755 0.890 3.484
H 3.586 -2.597 5.568
H 3.842 2.136 -0.421
H -2.161 2.943 1.019
H 5.653 0.512 5.692
H 6.740 2.286 1.950
H -3.310 3.168 -0.274
H 2.833 -2.349 -3.128
H 0.155 1.239 5.943
H -2.980 -6.526 -0.071
H 5.191 -3.127 6.061
H 4.698 -5.096 0.917
H 5.017 -6.492 1.945
H -3.775 -4.379 0.713
H -0.261 4.730 3.484
H 4.623 -3.474 4.432
H -1.835 -6.665 1.260
H 3.158 -7.754 3.016
H 7.229 -2.096 5.193
H 3.780 4.488 1.665
H 2.902 -1.843 -1.427
H 0.325 -6.367 0.948
H -1.278 4.287 -3.575
H 6.174 3.941 1.760
H 7.170 -0.754 4.049
H 1.243 4.381 -0.569
H 3.186 -6.553 -0.556
H 1.477 -7.332 2.688
H 6.709 -2.372 3.526
H 0.705 3.081 -3.400
H 5.006 3.465 -0.314
H 1.975 -7.585 0.201
H 0.153 3.270 1.514
H 5.683 -0.856 6.806
H 5.565 1.787 -0.238
H 3.345 3.468 3.041
H -1.198 -4.889 -1.955
H -1.814 -3.319 -1.447
H -0.050 5.490 -0.127
H 2.985 -2.345 3.410
H 5.846 3.083 3.261
H 2.474 -6.259 3.668
H -2.506 4.557 0.423
H 4.395 -5.011 2.658
H 3.685 -7.888 0.487
H 0.527 -0.068 3.848
H -2.790 4.361 -2.691
H 4.142 -0.224 6.214
```

Atomic partial charges in e from the Mulliken method, atoms 1 to 5:
1. Sb 0.762
2. Y -0.689
3. Br -0.190
4. S -0.597
5. S -0.557

=====

Which structure wins on stability? <P> wins.

=====

<P>
Density functional theory data (ωB97M-V with the def2-TZVPD basis set) for a 5-piece molecular cluster, C5H20N4O5 overall.

For the frontier orbital gap, the calculation gives 9.1 eV. The HOMO energy is -8.88 eV. As for the multiplicity: 1. Its LUMO energy is 0.188 eV. As for the charge: 0. Its structure (SMILES) is NC(N)=O.NC(N)=O.CO.CO.CO.

```
34
C5H20N4O5 | OMol25 | ωB97M-V with the def2-TZVPD basis set
O 2.587 -1.617 -1.564
O -2.552 -0.103 2.994
O 2.175 2.209 -0.550
O -1.340 1.415 -1.382
O 0.200 -0.140 0.850
N -4.037 -1.697 2.159
N 0.896 -0.036 -1.781
N -2.145 -1.553 1.159
N 0.485 -2.065 -2.504
C 1.309 -1.257 -1.878
C -1.201 2.500 -0.477
C 1.168 -0.808 1.675
C 3.484 1.692 -0.607
C -2.818 -1.177 2.160
H -0.537 -1.838 -2.514
H 2.070 -0.195 1.634
H -0.066 0.248 -1.742
H -4.263 -2.496 1.509
H 1.498 0.733 -1.556
H 3.429 0.607 -0.304
H -1.324 3.428 -1.068
H 0.544 0.106 -0.068
H -0.167 2.634 -0.081
H -1.916 2.439 0.403
H -2.246 1.159 -1.499
H 1.440 -1.778 1.319
H 3.958 1.828 -1.612
H -2.484 -2.412 0.629
H 0.792 -3.044 -2.456
H -1.223 -1.130 1.026
H -4.662 -1.497 2.983
H 0.928 -0.989 2.705
H 3.980 2.307 0.080
H 2.024 2.540 0.346
```

Atomic partial charges in e from the Mulliken method, atoms 1 to 5:
1. O -0.712
2. O -0.710
3. O -0.556
4. O -0.530
5. O -0.473

=====

<Q>
Density functional theory data (ωB97M-V with the def2-TZVPD basis set) for a 5-piece molecular cluster, C5H20N4O5 overall.

For the frontier orbital gap, the calculation gives 9.2 eV. The HOMO energy is -8.94 eV. As for the multiplicity: 1. Its LUMO energy is 0.268 eV. As for the charge: 0. Its structure (SMILES) is NC(N)=O.NC(N)=O.CO.CO.CO.

```
34
C5H20N4O5 | OMol25 | ωB97M-V with the def2-TZVPD basis set
O -0.808 -0.446 0.703
O -1.700 0.827 2.852
O 1.513 2.681 1.425
O -3.663 -1.831 1.593
O -0.259 -0.545 -4.137
N 2.936 2.792 -0.322
N 0.575 0.198 -1.012
N 3.480 1.495 1.513
N -1.082 -1.341 -1.348
C -1.034 0.871 4.112
C -2.747 -2.885 1.701
C 0.572 -0.192 -5.282
C 2.555 2.304 0.905
C -0.476 -0.481 -0.483
H -1.197 0.278 2.209
H 4.374 1.256 1.145
H -1.668 -2.046 -0.937
H -3.248 -3.852 1.799
H -1.316 -0.063 4.614
H 3.211 1.370 2.478
H 1.012 -1.139 -5.587
H 1.217 0.738 -0.463
H 1.358 0.425 -4.850
H -3.152 -1.008 1.612
H -2.015 -2.718 2.490
H -0.903 -1.350 -2.333
H 0.045 1.033 4.098
H 3.815 2.496 -0.697
H 0.717 0.131 -2.004
H -0.748 -1.336 -4.388
H 0.051 0.372 -6.049
H -2.194 -3.110 0.772
H 2.290 3.393 -0.795
H -1.510 1.683 4.663
```

Atomic partial charges in e from the Mulliken method, atoms 1 to 5:
1. O -0.711
2. O -0.514
3. O -0.578
4. O -0.513
5. O -0.567

=====

Which structure wins on stability? <Q> wins.

=====

<P>
Density functional theory data (ωB97M-V with the def2-TZVPD basis set) for one molecule with the formula C11H21N5O3.

For the frontier orbital gap, the calculation gives 9.9 eV. The HOMO energy is -9.41 eV. As for the multiplicity: 1. Its LUMO energy is 0.522 eV. As for the charge: 0. Its structure (SMILES) is [H]/N=C(/N)NCCC[C@H](NC(=O)[C@@H]1CCCN1)C(=O)O.

```
40
C11H21N5O3 | OMol25 | ωB97M-V with the def2-TZVPD basis set
O -1.847 -0.960 -2.481
O -0.376 -1.727 -0.393
O -1.930 1.181 -3.232
N 0.818 0.098 -1.249
N 3.074 -1.077 0.328
N -2.769 1.965 0.567
N -1.641 0.582 2.200
N -3.239 -0.231 0.691
C -1.416 0.365 -2.432
C 3.110 -1.695 1.677
C -0.357 0.794 -1.444
C -0.457 2.912 -0.089
C 1.734 -3.222 0.293
C 2.034 -1.919 -0.477
C 0.718 -1.221 -0.659
C 2.997 -3.187 1.177
C -0.332 2.299 -1.479
C -1.785 3.136 0.432
C -2.459 0.822 1.259
H -3.191 1.657 -0.299
H 4.010 -3.552 0.708
H 0.110 2.339 0.762
H 4.008 -1.333 2.164
H -1.110 2.729 -2.175
H 2.898 -3.846 2.115
H 2.609 -2.186 -1.399
H -4.069 0.159 0.208
H -1.638 -1.342 -1.576
H -1.070 0.507 -0.514
H 1.708 -4.109 -0.393
H -3.434 -0.903 1.474
H -2.424 3.806 -0.237
H 1.751 0.508 -1.340
H -1.578 3.668 1.494
H 0.091 3.901 -0.018
H -1.066 1.362 2.309
H 0.604 2.625 -1.883
H 0.888 -3.194 1.002
H 2.820 -0.083 0.545
H 2.207 -1.631 2.364
```

Atomic partial charges in e from the Mulliken method, atoms 1 to 5:
1. O -0.539
2. O -0.731
3. O -0.628
4. N 0.001
5. N -0.506

=====

<Q>
Density functional theory data (ωB97M-V with the def2-TZVPD basis set) for one molecule with the formula C11H21N5O3.

For the frontier orbital gap, the calculation gives 9.5 eV. The HOMO energy is -8.99 eV. As for the multiplicity: 1. Its LUMO energy is 0.514 eV. As for the charge: 0. Its structure (SMILES) is [H]/N=C(\N)NCCC[C@H](N)C(=O)N1CCC[C@H]1C(=O)O.

```
40
C11H21N5O3 | OMol25 | ωB97M-V with the def2-TZVPD basis set
O -2.048 1.839 0.088
O 1.659 4.127 0.410
O -0.130 3.492 -0.742
N -2.874 -0.748 0.150
N 0.363 -2.685 -2.477
N -0.352 1.578 1.545
N 2.507 -3.202 -3.218
N 0.717 -4.808 -3.307
C 0.727 3.213 2.907
C 0.563 3.595 0.388
C -1.355 1.090 0.792
C -0.121 3.036 1.645
C -0.312 -0.541 -1.501
C 0.752 -1.291 -2.307
C 1.288 -3.573 -3.021
C -0.453 -1.079 -0.071
C -1.580 -0.425 0.732
C 0.471 0.858 2.520
C 0.614 1.879 3.648
H -1.100 3.498 1.721
H -3.624 -0.565 0.810
H -0.046 0.518 -1.502
H 0.042 -5.101 -2.617
H -1.295 -0.639 -2.014
H 0.392 4.047 3.497
H 1.458 0.629 2.089
H 1.387 -5.536 -3.549
H 0.536 -0.933 0.420
H -1.566 -0.837 1.745
H -0.578 -2.831 -2.837
H 0.000 -0.074 2.818
H -0.994 3.014 -0.558
H 1.748 3.370 2.556
H 1.506 1.656 4.286
H 0.908 -0.804 -3.283
H -0.619 -2.161 -0.117
H 1.703 -1.279 -1.786
H 3.068 -4.007 -3.526
H -3.065 -0.130 -0.605
H -0.299 1.810 4.270
```

Atomic partial charges in e from the Mulliken method, atoms 1 to 5:
1. O -0.812
2. O -0.613
3. O -0.526
4. N -0.731
5. N -0.150

=====

Which structure wins on stability? <Q> wins.

=====

<P>
Density functional theory data (ωB97M-V with the def2-TZVPD basis set) for a 5-piece molecular cluster, C6H21NO5 overall.

For the frontier orbital gap, the calculation gives 9.6 eV. The HOMO energy is -9.14 eV. As for the multiplicity: 1. Its LUMO energy is 0.434 eV. As for the charge: 0. Its structure (SMILES) is CC(C)CNCC=O.O.O.O.O.

```
33
C6H21NO5 | OMol25 | ωB97M-V with the def2-TZVPD basis set
O 1.125 -2.210 -2.776
O -2.236 -1.452 -0.681
O -1.448 2.084 -1.175
O -2.489 -0.751 2.873
O -1.902 2.005 1.338
N 1.607 1.124 -0.543
C 1.229 -1.139 0.492
C 0.992 0.382 0.551
C 0.749 -1.774 1.842
C 2.771 -1.354 0.447
C -0.398 1.832 -1.694
C 0.946 2.310 -1.055
H 3.231 -0.779 -0.348
H -1.528 -1.570 -1.312
H -2.664 -2.314 -0.590
H -1.651 1.121 1.056
H -2.026 0.052 3.094
H 0.901 -1.718 -1.978
H 0.737 3.148 -0.372
H 1.556 -1.526 -3.299
H -2.731 2.013 0.833
H 2.608 1.194 -0.490
H -0.305 1.223 -2.623
H 0.680 -1.630 -0.301
H 0.760 -2.854 1.685
H -0.305 -1.639 2.044
H 1.422 -1.355 2.576
H -2.812 -0.736 1.961
H 1.484 2.767 -1.936
H 2.974 -2.409 0.253
H -0.029 0.743 0.629
H 3.202 -1.170 1.461
H 1.336 0.781 1.511
```

Atomic partial charges in e from the Mulliken method, atoms 1 to 5:
1. O -0.646
2. O -0.562
3. O -0.431
4. O -0.637
5. O -0.563

=====

<Q>
Density functional theory data (ωB97M-V with the def2-TZVPD basis set) for a 5-piece molecular cluster, C6H21NO5 overall.

For the frontier orbital gap, the calculation gives 8.8 eV. The HOMO energy is -8.70 eV. As for the multiplicity: 1. Its LUMO energy is 0.112 eV. As for the charge: 0. Its structure (SMILES) is CCCCNCC=O.O.O.O.O.

```
33
C6H21NO5 | OMol25 | ωB97M-V with the def2-TZVPD basis set
O -0.841 -1.353 3.989
O 0.511 -4.283 -1.614
O 1.086 0.801 2.875
O -3.592 2.148 -0.339
O 2.806 2.063 0.915
N -0.731 0.483 0.784
C -2.447 1.806 -0.151
C 0.062 -0.658 0.247
C -2.205 0.542 0.712
C -0.098 -0.888 -1.209
C 0.923 -0.160 -2.160
C 0.229 1.010 -2.963
H 1.255 -4.073 -1.155
H 0.263 -5.164 -1.715
H -0.053 -0.925 3.795
H 1.035 1.617 -3.458
H -1.577 2.199 -0.624
H 1.906 0.012 -1.695
H 1.165 -0.462 0.423
H 1.211 1.172 1.949
H -0.158 -1.574 0.822
H -1.643 -0.895 3.550
H 3.398 2.558 1.480
H -2.721 0.675 1.675
H -0.376 0.687 1.662
H -1.095 -0.641 -1.594
H 0.180 -2.009 -1.443
H -0.444 0.581 -3.658
H 1.071 -0.782 -3.034
H -0.272 1.662 -2.230
H 2.200 2.732 0.491
H 1.432 1.506 3.475
H -2.480 -0.386 0.198
```

Atomic partial charges in e from the Mulliken method, atoms 1 to 5:
1. O -0.629
2. O -0.594
3. O -0.630
4. O -0.518
5. O -0.645

=====

Which structure wins on stability? <P> wins.